1.
Formula: C29H50BN6O4RuS3
Source: the Open Molecules 2025 dataset
Level of theory: wB97M-V/def2-TZVPD

Each line ends with the Mulliken spin population.
Atoms and positions in Å:
Ru (-0.388, 0.116, 0.219)  3.57
C (-1.803, 3.053, 0.378)  0.02
C (-3.081, 2.425, -0.146)  -0.01
O (-2.852, 1.045, -0.447)  0.05
C (-3.928, 0.195, -0.040)  0.00
C (-3.391, -1.095, 0.555)  0.01
O (-2.264, -0.742, 1.361)  0.05
C (-1.966, -1.543, 2.515)  0.00
C (-1.700, -0.583, 3.654)  -0.01
O (-0.721, 0.346, 3.216)  0.02
C (-0.937, 1.701, 3.585)  0.00
C (-0.501, 2.571, 2.428)  0.01
O (-1.217, 2.103, 1.274)  0.04
H (-2.048, 3.974, 0.912)  0.00
H (-1.110, 3.285, -0.430)  -0.01
H (-3.428, 2.954, -1.038)  0.00
H (-3.852, 2.501, 0.622)  0.00
H (-4.580, -0.023, -0.890)  0.00
H (-4.519, 0.708, 0.721)  0.00
H (-3.086, -1.812, -0.207)  -0.01
H (-4.165, -1.547, 1.177)  0.00
H (-1.087, -2.157, 2.298)  0.01
H (-2.802, -2.202, 2.752)  0.00
H (-1.357, -1.128, 4.539)  0.00
H (-2.631, -0.067, 3.906)  0.00
H (-0.376, 1.955, 4.489)  0.00
H (-2.000, 1.876, 3.775)  0.00
H (0.574, 2.484, 2.252)  -0.01
H (-0.739, 3.617, 2.627)  0.00
C (-2.401, -2.551, -5.269)  0.00
C (-2.080, -2.387, -3.786)  0.00
C (-2.917, -1.236, -3.233)  0.01
C (-2.359, -3.715, -3.083)  0.01
N (-0.628, -2.028, -3.630)  0.02
C (0.220, -1.786, -4.691)  0.00
C (1.421, -1.457, -4.180)  0.01
N (1.327, -1.501, -2.806)  0.02
B (2.585, -1.146, -1.971)  0.07
N (2.824, 0.385, -1.855)  -0.01
C (4.123, 0.842, -1.834)  0.01
C (4.092, 2.183, -1.735)  0.01
N (2.766, 2.564, -1.689)  0.01
C (2.006, 1.446, -1.753)  0.01
S (0.265, 1.363, -1.783)  0.34
C (2.321, 3.989, -1.523)  0.01
C (1.326, 4.361, -2.621)  0.01
C (1.742, 4.135, -0.117)  0.00
C (3.534, 4.905, -1.650)  0.00
N (2.671, -1.880, -0.604)  -0.01
C (3.149, -3.172, -0.585)  0.02
C (3.263, -3.557, 0.699)  0.00
N (2.851, -2.501, 1.486)  0.02
C (2.474, -1.494, 0.665)  0.03
S (1.838, 0.044, 1.170)  0.31
C (2.941, -2.492, 2.991)  0.01
C (3.884, -1.370, 3.424)  0.01
C (3.522, -3.824, 3.456)  0.00
C (1.546, -2.331, 3.587)  0.00
C (0.070, -1.847, -2.487)  0.03
S (-0.526, -2.065, -0.868)  0.31
H (-3.459, -2.795, -5.349)  0.00
H (-1.840, -3.369, -5.722)  0.00
H (-2.239, -1.634, -5.834)  0.00
H (-3.971, -1.512, -3.268)  0.00
H (-2.776, -0.339, -3.838)  0.00
H (-2.647, -0.999, -2.207)  -0.01
H (-3.375, -4.032, -3.318)  0.00
H (-2.268, -3.646, -2.003)  0.00
H (-1.675, -4.484, -3.443)  0.00
H (-0.088, -1.873, -5.713)  0.00
H (2.345, -1.216, -4.673)  0.00
H (3.513, -1.561, -2.609)  0.00
H (4.958, 0.170, -1.920)  0.00
H (4.900, 2.888, -1.713)  0.00
H (0.381, 3.833, -2.530)  -0.01
H (1.750, 4.149, -3.603)  0.00
H (1.123, 5.430, -2.566)  0.00
H (0.958, 3.404, 0.060)  0.00
H (1.326, 5.135, 0.006)  0.00
H (2.525, 3.992, 0.630)  0.00
H (4.000, 4.833, -2.632)  0.00
H (4.278, 4.722, -0.875)  0.00
H (3.186, 5.929, -1.524)  0.00
H (3.395, -3.694, -1.492)  0.00
H (3.620, -4.481, 1.108)  0.00
H (4.864, -1.495, 2.962)  0.00
H (4.014, -1.414, 4.505)  0.00
H (3.497, -0.385, 3.173)  0.00
H (4.531, -3.987, 3.077)  0.00
H (2.888, -4.668, 3.185)  0.00
H (3.583, -3.798, 4.542)  0.00
H (1.106, -1.368, 3.339)  0.00
H (1.618, -2.402, 4.673)  0.00
H (0.898, -3.140, 3.241)  0.00

charge	+2
expectation value of S²	8.77
relative energy (zero: lowest compared OMol25 entry of this formula, charge and spin)	0.00	kJ/mol
multiplicity	6
E_LUMO (alpha / beta)	-3.633 / -6.895	eV
highest occupied orbital energy (alpha / beta)	-12.96 / -13.72	eV

=====

2.
Formula: C3H10S2
Source: the Open Molecules 2025 dataset
Level of theory: wB97M-V/def2-TZVPD

Each line ends with the Mulliken spin population.
Atoms and positions in Å:
C (-1.141, 2.244, 3.808)  0.03
C (-0.816, 0.994, 2.998)  0.07
H (-1.277, 1.958, 4.862)  0.00
H (-2.167, 2.604, 3.655)  0.00
H (-0.461, 3.089, 3.758)  -0.01
H (-0.088, 0.357, 3.490)  -0.06
H (-1.770, 0.490, 2.832)  -0.04
H (-0.472, 1.221, 1.988)  0.05
C (1.485, -2.338, -4.595)  -0.07
S (0.510, -0.833, -4.397)  0.44
S (0.863, -0.256, -2.426)  0.52
H (0.897, -3.254, -4.441)  0.01
H (2.357, -2.506, -3.958)  0.00
H (1.795, -2.463, -5.638)  0.06
H (0.284, -1.307, -1.936)  0.01

charge	-1
expectation value of S²	0.75
relative energy (zero: lowest compared OMol25 entry of this formula, charge and spin)	122.22	kJ/mol
multiplicity	2
E_LUMO (alpha / beta)	3.340 / 3.307	eV
highest occupied orbital energy (alpha / beta)	0.58 / -4.01	eV

=====

3.
Formula: C5H10O5
Source: the Open Molecules 2025 dataset
Level of theory: wB97M-V/def2-TZVPD

Each line ends with the Löwdin charge.
Atoms and positions in Å:
O (-0.381, -1.177, 1.138)  -0.07
C (-0.512, -1.018, -0.313)  -0.33
C (0.879, -0.810, -0.801)  -0.23
O (1.764, -1.907, -0.288)  -0.06
C (1.303, 0.662, -0.458)  -0.22
O (2.095, 0.774, 0.907)  -0.05
O (0.338, 1.735, -0.511)  -0.12
C (-0.866, 1.365, 0.182)  -0.09
C (-1.453, -0.002, -0.543)  -0.26
O (-2.741, -0.310, 0.080)  -0.02
H (0.286, -0.497, 1.550)  0.14
H (-0.963, -1.903, -0.631)  0.16
H (0.904, -0.600, -1.888)  0.16
H (1.159, -2.193, 0.601)  0.18
H (2.130, 1.061, -1.242)  0.19
H (2.280, 1.679, 1.058)  0.05
H (-0.466, 1.225, 1.319)  0.15
H (-1.579, 2.382, 0.383)  0.18
H (-1.611, 0.083, -1.559)  0.14
H (-2.566, -0.547, 1.015)  0.10

charge	0
relative energy (zero: lowest compared OMol25 entry of this formula, charge and spin)	426.15	kJ/mol
multiplicity	1
E_LUMO	0.550	eV
highest occupied orbital energy	-10.27	eV
SMILES	O[C@@H]1[C@H](O)[C@H](O)OC[C@@H]1O

=====

4.
Formula: C4H28O12
Source: the Open Molecules 2025 dataset
Level of theory: wB97M-V/def2-TZVPD

Each line ends with the Mulliken spin population.
Atoms and positions in Å:
C (2.561, -1.433, 3.025)  0.00
C (1.454, -0.669, 2.974)  0.04
O (1.525, 0.567, 3.535)  -0.03
C (0.108, -0.897, 2.478)  0.02
C (-0.534, -1.981, 2.064)  0.02
H (3.562, -1.326, 3.362)  -0.02
H (2.631, -2.365, 2.484)  -0.01
H (2.310, 0.657, 4.084)  0.02
H (-0.493, -0.003, 2.272)  0.09
H (-0.099, -3.003, 2.085)  0.00
H (-1.494, -1.861, 1.583)  -0.03
H (-0.651, -3.037, -1.030)  0.05
H (0.404, -4.127, -1.338)  -0.06
O (0.050, -3.566, -0.652)  0.19
H (-3.812, -2.293, -1.649)  0.01
H (-4.566, -2.078, -0.386)  -0.03
O (-4.553, -2.676, -1.141)  0.10
H (1.711, 4.188, 0.693)  -0.04
H (0.407, 4.032, 1.455)  -0.03
O (0.747, 4.171, 0.557)  0.18
H (-0.931, 1.930, 1.249)  0.03
H (-1.449, 2.305, 2.694)  -0.02
O (-0.699, 2.371, 2.102)  0.05
H (-0.543, -1.163, -1.366)  -0.03
H (-2.004, -0.893, -1.747)  -0.03
O (-1.426, -1.023, -0.994)  0.28
H (1.235, 1.067, -2.430)  0.01
H (0.732, 1.280, -1.018)  0.16
O (1.104, 0.578, -1.606)  -0.04
H (-1.598, 2.162, -0.862)  -0.01
H (-1.773, 0.695, -0.646)  0.02
O (-2.023, 1.543, -0.229)  0.09
H (-0.882, -1.450, -3.810)  0.06
H (-2.109, -1.988, -4.519)  -0.10
O (-1.718, -1.917, -3.639)  0.46
H (1.301, -1.163, -2.734)  0.14
H (1.785, -2.110, -3.813)  0.16
O (0.984, -1.709, -3.480)  -0.55
H (2.445, 2.157, 2.139)  0.07
H (3.560, 2.092, 1.121)  -0.03
O (3.263, 2.610, 1.883)  -0.05
H (0.164, 3.613, -0.824)  0.12
H (-0.418, 3.610, -2.370)  0.03
O (-0.266, 3.107, -1.558)  -0.29

charge	-1
expectation value of S²	0.75
relative energy (zero: lowest compared OMol25 entry of this formula, charge and spin)	0.00	kJ/mol
multiplicity	2
E_LUMO (alpha / beta)	2.717 / 2.657	eV
highest occupied orbital energy (alpha / beta)	0.28 / -6.17	eV

=====

5.
Formula: C4H15N2O2
Source: the Open Molecules 2025 dataset
Level of theory: wB97M-V/def2-TZVPD

Each line ends with the Löwdin charge.
Atoms and positions in Å:
C (-3.041, -0.962, -1.084)  -0.09
C (-1.891, -1.581, -0.321)  -0.20
C (-0.860, -0.589, 0.056)  -0.33
C (0.249, -0.357, -0.665)  -0.09
N (1.164, 0.762, -0.616)  0.16
N (-1.237, 0.294, 1.071)  0.13
H (-3.495, -0.139, -0.526)  0.07
H (-3.902, -1.520, -1.474)  0.09
H (-2.786, -0.570, -2.077)  0.08
H (-1.453, -2.374, -0.917)  0.12
H (-2.303, -2.157, 0.511)  0.13
H (0.551, -1.222, -1.239)  0.12
H (2.135, 0.404, -0.405)  0.10
H (1.124, 1.259, -1.497)  0.17
H (0.934, 1.459, 0.142)  0.08
H (-0.841, 1.219, 1.111)  0.07
H (-2.228, 0.312, 1.270)  0.10
H (4.282, -0.449, -0.083)  0.09
H (3.342, -1.508, 0.341)  0.09
O (3.352, -0.695, -0.187)  -0.03
H (1.488, 3.278, 1.534)  0.10
H (1.111, 1.901, 2.256)  0.09
O (1.090, 2.398, 1.435)  -0.03

charge	+1
relative energy (zero: lowest compared OMol25 entry of this formula, charge and spin)	113.12	kJ/mol
multiplicity	1
E_LUMO	-3.009	eV
highest occupied orbital energy	-12.24	eV

=====

6.
Formula: C27H57N5O17P2
Source: the Open Molecules 2025 dataset
Level of theory: wB97M-V/def2-TZVPD

Each line ends with the Löwdin charge.
Atoms and positions in Å:
O (3.244, 1.321, 8.641)  0.15
C (3.977, 0.725, 9.375)  -0.36
C (3.472, 0.130, 10.533)  0.06
C (4.152, -0.407, 11.572)  -0.22
O (3.644, -0.863, 12.735)  0.09
C (5.602, -0.653, 11.515)  -0.29
O (6.252, -1.219, 12.414)  0.10
C (6.208, -0.026, 10.288)  0.08
C (5.498, 0.597, 9.331)  -0.23
O (6.095, 1.363, 8.425)  0.11
H (2.412, 0.256, 10.693)  0.14
H (3.772, -1.802, 12.888)  0.13
H (7.274, -0.144, 10.163)  0.13
H (5.429, 1.857, 7.942)  0.11
C (2.470, -6.839, -6.369)  -0.12
O (2.612, -6.698, -4.969)  -0.23
P (3.626, -5.505, -4.529)  0.42
O (4.964, -5.535, -5.128)  -0.23
O (3.910, -5.605, -2.959)  -0.23
C (4.629, -6.772, -2.495)  -0.08
O (2.774, -4.130, -4.644)  -0.20
C (1.426, -4.181, -4.411)  -0.15
H (3.246, -6.390, -6.989)  0.09
H (1.465, -6.607, -6.720)  0.09
H (2.528, -7.914, -6.543)  0.09
H (3.966, -7.335, -1.838)  0.09
H (5.485, -6.345, -1.972)  0.09
H (4.919, -7.446, -3.301)  0.08
H (1.226, -3.572, -3.529)  0.11
H (1.150, -5.205, -4.161)  0.08
H (0.905, -4.084, -5.364)  0.10
C (0.667, 4.278, -6.842)  -0.10
O (-0.134, 3.455, -7.728)  -0.23
P (-0.516, 1.899, -7.349)  0.46
O (0.461, 1.184, -6.524)  -0.25
O (-1.936, 2.086, -6.558)  -0.25
C (-2.322, 1.395, -5.358)  -0.09
O (-0.950, 1.151, -8.710)  -0.22
C (-0.320, -0.006, -9.313)  -0.08
H (0.461, 4.067, -5.793)  0.08
H (0.483, 5.348, -6.935)  0.08
H (1.746, 4.150, -6.934)  0.09
H (-1.445, 1.321, -4.715)  0.08
H (-2.721, 0.398, -5.544)  0.08
H (-3.130, 1.984, -4.924)  0.09
H (0.739, -0.080, -9.066)  0.09
H (-0.396, 0.132, -10.392)  0.08
H (-0.784, -0.981, -9.161)  0.09
C (-7.901, -3.412, 2.477)  -0.04
N (-8.267, -2.893, 1.180)  -0.22
C (-9.575, -3.184, 0.636)  -0.06
C (-7.392, -2.287, 0.306)  -0.28
O (-6.145, -2.055, 0.447)  -0.06
H (-7.074, -2.811, 2.855)  0.10
H (-7.829, -4.482, 2.282)  0.09
H (-8.701, -3.401, 3.217)  0.08
H (-9.648, -4.214, 0.286)  0.09
H (-10.186, -2.794, 1.450)  0.10
H (-9.752, -2.635, -0.289)  0.08
H (-7.797, -1.894, -0.640)  0.13
C (-3.414, 1.604, 5.839)  -0.07
N (-4.089, 1.182, 7.034)  -0.17
C (-3.212, 0.548, 8.115)  -0.02
C (-5.390, 1.416, 7.212)  -0.32
O (-6.219, 1.859, 6.354)  -0.04
H (-2.965, 0.863, 5.177)  0.09
H (-2.564, 2.218, 6.139)  0.08
H (-3.902, 2.249, 5.109)  0.09
H (-2.648, 1.360, 8.574)  0.08
H (-3.660, -0.011, 8.937)  0.08
H (-2.428, -0.125, 7.766)  0.08
H (-5.649, 1.065, 8.223)  0.13
C (1.649, 0.991, 2.410)  -0.03
N (0.722, 1.870, 1.631)  -0.17
C (-0.151, 1.272, 0.581)  -0.02
C (0.490, 3.135, 1.879)  -0.40
O (-0.015, 3.950, 1.116)  -0.01
H (1.977, 1.346, 3.388)  0.08
H (2.624, 0.956, 1.923)  0.08
H (1.399, -0.065, 2.301)  0.08
H (0.556, 0.752, -0.066)  0.09
H (-0.812, 0.575, 1.096)  0.09
H (-0.773, 1.983, 0.038)  0.08
H (1.072, 3.493, 2.743)  0.13
C (-3.914, 6.602, -4.781)  -0.06
N (-4.917, 7.075, -3.785)  -0.19
C (-6.214, 7.425, -4.276)  -0.07
C (-4.570, 7.454, -2.490)  -0.30
O (-5.365, 7.990, -1.712)  0.00
H (-4.094, 5.754, -5.441)  0.08
H (-3.024, 6.259, -4.252)  0.07
H (-3.519, 7.396, -5.415)  0.08
H (-6.556, 8.268, -3.674)  0.09
H (-6.052, 7.698, -5.319)  0.08
H (-6.977, 6.647, -4.294)  0.09
H (-3.486, 7.356, -2.328)  0.13
C (8.119, -2.152, -2.359)  -0.06
N (7.376, -1.485, -1.290)  -0.19
C (6.104, -0.973, -1.765)  -0.04
C (8.014, -1.061, -0.192)  -0.32
O (7.444, -0.234, 0.536)  -0.02
H (7.946, -1.665, -3.318)  0.08
H (7.762, -3.165, -2.540)  0.09
H (9.186, -2.187, -2.136)  0.08
H (5.774, -0.052, -1.284)  0.09
H (6.055, -1.087, -2.848)  0.09
H (5.300, -1.600, -1.380)  0.09
H (9.044, -1.444, -0.132)  0.13

charge	0
multiplicity	1
E_LUMO	-1.875	eV
highest occupied orbital energy	-9.16	eV
SMILES	O=C1C=C(O)C(=O)C=C1O.COP(=O)(OC)OC.COP(=O)(OC)OC.CN(C)C=O.CN(C)C=O.CN(C)C=O.CN(C)C=O.CN(C)C=O

=====

7.
Formula: C5H14N2
Source: the Open Molecules 2025 dataset
Level of theory: wB97M-V/def2-TZVPD

Each line ends with the Löwdin charge.
Atoms and positions in Å:
N (-2.529, 1.322, -0.255)  0.00
C (-1.603, 0.368, -0.939)  -0.29
C (-1.008, -0.779, -0.044)  -0.23
C (-0.123, -0.252, 1.086)  -0.20
C (1.002, 0.739, 0.577)  -0.22
C (2.245, -0.035, 0.309)  -0.33
N (1.886, -1.084, -0.711)  -0.02
H (-3.424, 0.939, 0.060)  0.07
H (-2.880, 1.884, -0.977)  0.03
H (-0.805, 0.941, -1.329)  0.06
H (-2.005, -0.289, -1.837)  0.13
H (-0.688, -1.573, -0.839)  0.12
H (-1.924, -1.081, 0.539)  0.10
H (-0.790, 0.226, 1.831)  0.11
H (0.512, -0.924, 1.563)  0.07
H (0.832, 1.327, -0.332)  0.10
H (1.235, 1.435, 1.399)  0.11
H (3.086, 0.566, 0.048)  0.09
H (2.690, -0.345, 1.246)  0.10
H (2.783, -1.356, -1.200)  0.07
H (1.509, -2.030, -0.193)  0.13

charge	0
relative energy (zero: lowest compared OMol25 entry of this formula, charge and spin)	212.46	kJ/mol
multiplicity	1
E_LUMO	1.115	eV
highest occupied orbital energy	-9.32	eV
SMILES	NCCCCCN

=====

8.
Formula: C2H4ClOP
Source: the Open Molecules 2025 dataset
Level of theory: wB97M-V/def2-TZVPD

Each line ends with the Löwdin charge.
Atoms and positions in Å:
O (-1.822, -1.518, -0.617)  -0.50
P (-1.670, -0.821, 0.641)  0.44
Cl (-2.324, 1.098, 0.568)  0.16
C (0.905, -0.213, 0.433)  -0.19
C (1.090, 0.628, -0.562)  -0.04
H (0.694, 0.070, 1.364)  -0.01
H (0.701, -1.236, 0.159)  0.03
H (1.205, 0.327, -1.582)  0.06
H (1.222, 1.665, -0.404)  0.05

charge	0
relative energy (zero: lowest compared OMol25 entry of this formula, charge and spin)	79.07	kJ/mol
multiplicity	1
E_LUMO	-0.684	eV
highest occupied orbital energy	-10.09	eV
SMILES	O=PCl.C=C